20
Properties=species:S:1:pos:R:3 method="wB97M-V/def2-TZVPD" charge=0 smiles="O[C@@H]1[C@H](O)[C@@H](O)C=C[C@@H]1O" de_lowest_kj_mol=289.0
O -1.987 -1.130 -0.893
C -0.666 -0.436 -0.773
C 0.239 -1.149 0.203
O -0.378 -1.131 1.530
C 1.509 -0.341 0.285
O 2.477 -0.601 -0.744
C 1.327 1.090 0.324
C 0.305 1.824 -0.143
C -0.826 0.959 -0.524
O -1.657 1.190 0.604
H -1.892 -1.331 0.084
H -0.218 -0.586 -1.755
H 0.318 -2.244 -0.266
H -0.703 -0.241 1.730
H 1.893 -0.683 1.321
H 3.104 0.117 -0.616
H 2.159 1.683 0.783
H 0.405 2.938 -0.395
H -1.513 1.195 -1.447
H -2.520 0.855 0.361

---

20
Properties=species:S:1:pos:R:3 method="wB97M-V/def2-TZVPD" charge=0 de_lowest_kj_mol=375.7
C -0.328 -0.440 -0.172
C -0.439 -1.476 0.921
C -1.756 1.239 1.378
C 2.341 0.192 -1.525
C -1.246 0.894 0.002
C 1.827 -0.239 -0.199
O 0.404 0.858 0.068
O -0.441 -0.857 -1.472
O -1.845 1.219 -1.028
O 2.293 -0.800 0.709
H -1.123 -0.257 -1.864
H -1.486 -1.748 1.056
H 0.140 -2.361 0.658
H -0.053 -1.087 1.860
H -0.995 1.091 2.139
H -2.055 2.287 1.378
H -2.625 0.625 1.613
H 2.115 -0.578 -2.262
H 1.851 1.108 -1.834
H 3.418 0.332 -1.426

---

21
Properties=species:S:1:pos:R:3 method="wB97M-V/def2-TZVPD" charge=0 smiles=O[C@@H]1[C@H](O)[C@@H](O)[C@@H]2O[C@H]2[C@H]1O de_lowest_kj_mol=426.5
O -0.103 -1.695 -1.233
C 0.170 -1.357 0.077
C -0.937 -0.301 0.495
O -2.088 -1.049 0.258
C -0.880 1.023 -0.271
O -1.920 1.751 0.405
C 0.566 1.447 0.045
O 1.739 1.781 -0.775
C 1.342 0.411 -0.699
C 1.533 -0.731 0.093
O 1.870 -0.466 1.475
H -1.008 -2.015 -1.293
H 0.168 -2.187 0.753
H -0.903 -0.016 1.629
H -2.801 -0.340 0.098
H -1.068 1.066 -1.412
H -2.185 2.545 -0.189
H 0.817 1.591 1.105
H 0.881 0.075 -1.574
H 2.115 -1.555 -0.405
H 2.694 0.022 1.419

---

18
Properties=species:S:1:pos:R:3 method="wB97M-V/def2-TZVPD" charge=0 de_lowest_kj_mol=297.5
C 0.165 1.052 0.762
C 1.021 0.068 0.582
C 0.270 2.610 0.269
C -0.877 -1.416 -1.343
C 0.565 -1.288 0.825
C 0.200 -2.023 -0.457
O -0.533 5.130 0.614
S -0.737 3.715 0.932
H -0.818 0.806 1.273
H 2.102 0.159 0.144
H 0.855 2.893 -0.585
H -0.694 -0.389 -1.829
H -1.367 -2.001 -2.146
H -1.800 -1.123 -0.761
H -0.372 -1.158 1.320
H 1.248 -1.818 1.504
H 1.106 -2.266 -0.966
H -0.333 -2.951 -0.139

---

18
Properties=species:S:1:pos:R:3 method="wB97M-V/def2-TZVPD" charge=0 smiles="C=CSC1(CO)CC1" de_lowest_kj_mol=167.4
C -1.335 0.544 -2.867
C -1.107 0.658 -1.568
S 0.492 1.031 -0.887
C 0.421 0.080 0.630
C 0.570 -1.419 0.430
O 1.820 -1.777 -0.109
C -0.437 0.585 1.760
C 1.062 0.710 1.832
H -2.343 0.369 -3.253
H -0.527 0.590 -3.580
H -1.911 0.598 -0.843
H 0.515 -1.920 1.408
H -0.262 -1.791 -0.200
H 1.904 -1.301 -0.946
H -1.050 1.458 1.601
H -0.937 -0.166 2.363
H 1.623 0.044 2.495
H 1.504 1.707 1.735

---

18
Properties=species:S:1:pos:R:3 method="wB97M-V/def2-TZVPD" charge=0 smiles="CC(C)=C=O.CC=S" de_lowest_kj_mol=268.7
C -0.885 -1.357 -2.051
C -1.090 0.031 -1.665
C -1.251 1.037 -2.828
C -1.410 0.448 -0.496
O -1.407 0.819 0.612
H -1.123 -1.517 -3.127
H -1.492 -2.014 -1.421
H 0.100 -1.753 -1.741
H -1.280 2.034 -2.360
H -1.947 0.905 -3.649
H -0.239 1.100 -3.332
C -0.140 -1.651 2.362
C 1.163 -1.441 1.755
S 2.078 -0.145 1.745
H -0.755 -2.263 1.723
H -0.686 -0.789 2.571
H -0.067 -2.243 3.351
H 1.619 -2.405 1.276

---

19
Properties=species:S:1:pos:R:3 method="wB97M-V/def2-TZVPD" charge=0 de_lowest_kj_mol=302.1
C 2.755 -1.276 -0.364
C 1.641 -1.320 -1.141
C 2.940 -0.234 0.587
C 0.691 -0.268 -1.115
C 2.001 0.749 0.624
C 0.886 0.711 -0.204
O -4.156 1.023 0.099
Si -3.243 -0.172 0.622
Si -0.397 1.982 0.365
H 3.439 -2.118 -0.436
H 1.461 -2.092 -1.844
H 3.772 -0.366 1.137
H -0.172 -0.201 -1.696
H 2.321 1.526 1.366
H -4.497 1.620 0.691
H -2.199 -0.185 -0.560
H -2.405 0.032 1.797
H -3.849 -1.380 1.117
H -0.990 1.967 -1.045

---

18
Properties=species:S:1:pos:R:3 method="wB97M-V/def2-TZVPD" charge=0 smiles="CC1(C)C[C@H](S)C1=S" de_lowest_kj_mol=84.8
C -2.179 -0.268 1.209
C -1.234 -0.559 0.092
C -2.066 -0.741 -1.154
C -0.095 -1.616 0.282
C 0.865 -0.617 -0.418
S 2.609 -0.398 0.061
C -0.141 0.518 -0.127
S -0.124 2.124 -0.074
H -1.638 -0.349 2.186
H -2.619 0.757 1.107
H -2.943 -1.064 1.228
H -2.784 -1.552 -1.134
H -1.391 -0.842 -2.002
H -2.681 0.175 -1.394
H 0.178 -1.802 1.331
H -0.241 -2.586 -0.230
H 0.939 -0.816 -1.486
H 2.524 0.173 1.279

---

24
Properties=species:S:1:pos:R:3 method="wB97M-V/def2-TZVPD" charge=0 smiles="NB(O)[C@@H]1NC(=O)C[C@H]1CC(=O)O" energy_ev=-18250.07704
N 0.399 -2.141 1.310
B 0.703 -1.809 -0.040
O 0.695 -2.826 -0.972
C 0.990 -0.299 -0.472
N 2.148 0.251 0.255
C 1.827 1.514 0.789
O 2.414 2.046 1.703
C 0.542 1.976 0.125
C -0.177 0.632 -0.021
C -1.346 0.594 -1.014
C -2.694 0.180 -0.449
O -3.556 -0.322 -1.115
O -2.883 0.491 0.872
H 0.777 -3.019 1.639
H 0.592 -1.404 1.977
H 0.925 -2.497 -1.849
H 1.097 -0.165 -1.560
H 3.065 0.164 -0.156
H 0.054 2.702 0.779
H 0.776 2.386 -0.863
H -0.511 0.364 0.984
H -1.501 1.592 -1.439
H -1.164 -0.110 -1.832
H -3.171 -0.300 1.350

---

18
Properties=species:S:1:pos:R:3 method="wB97M-V/def2-TZVPD" charge=0 de_lowest_kj_mol=251.7
C 1.170 1.957 0.459
C 1.427 0.703 0.092
C 0.207 -1.630 -0.865
C -1.277 0.586 -0.837
C -0.725 -0.637 1.268
C -0.304 -0.389 -0.109
Br 2.949 -0.255 -0.102
H 1.969 2.695 0.588
H 0.149 2.259 0.626
H 0.956 -1.318 -1.610
H -0.713 -2.248 -1.220
H 0.673 -2.235 -0.051
H -0.843 1.626 -0.595
H -1.068 0.669 -1.963
H -2.305 0.494 -0.725
H -0.450 0.250 1.924
H -1.720 -1.091 1.309
H -0.096 -1.438 1.810

---

25
Properties=species:S:1:pos:R:3 method="wB97M-V/def2-TZVPD" charge=0 s2=24.764 energy_ev=-38325.31210 spin_multiplicity=10
Ru -1.466 -1.811 -0.629
Cl -3.462 -2.311 0.443
C -0.520 -3.531 -0.358
C -2.181 -2.055 -2.468
H -0.657 -4.142 -1.264
H 0.550 -3.375 -0.159
H -1.018 -4.013 0.498
H -1.820 -3.009 -2.879
H -1.859 -1.226 -3.116
H -3.279 -2.081 -2.374
Pt 0.230 0.107 0.100
C -0.082 1.971 -0.623
C 0.284 -1.040 -1.517
H 0.150 1.921 -1.702
H -1.138 2.234 -0.458
H 0.591 2.658 -0.091
H 0.069 -0.488 -2.448
H 1.092 -1.786 -1.557
F -1.207 0.847 2.540
C 0.066 0.504 2.150
F 0.908 1.530 2.530
C 0.468 -0.751 2.981
F 0.493 -0.431 4.290
F -0.426 -1.751 2.818
F 1.704 -1.202 2.642

---

25
Properties=species:S:1:pos:R:3 method="wB97M-V/def2-TZVPD" charge=+1 smiles="C=C(C)[N+](=O)N(O)[C@@](C)(Cl)/C=[N+](/[O-])O" de_lowest_kj_mol=127.8
C 0.088 -2.131 0.770
C -0.939 -1.276 0.740
C -2.388 -1.696 0.748
N -0.742 0.046 1.378
O -1.194 0.214 2.520
N 0.039 1.003 0.965
O 0.235 1.976 1.840
C 0.935 1.192 -0.314
C 1.013 2.680 -0.544
Cl 2.520 0.415 0.200
C 0.227 0.554 -1.429
N 0.634 -0.496 -2.160
O 0.069 -0.899 -3.182
O 1.772 -1.180 -1.890
H -0.023 -3.089 0.440
H 1.104 -1.726 1.016
H -2.911 -0.898 0.337
H -2.834 -1.986 1.755
H -2.475 -2.664 0.258
H 0.258 1.549 2.775
H 1.419 2.751 -1.601
H 1.584 3.056 0.267
H 0.115 3.132 -0.502
H -0.554 1.163 -1.738
H 2.050 -1.688 -2.650

---

19
Properties=species:S:1:pos:R:3 method="wB97M-V/def2-TZVPD" charge=0 smiles="C[C@H](Cl)C[C@@H](C)C=S" de_lowest_kj_mol=7.7
C -0.835 -2.152 -0.282
C -1.311 -0.931 0.470
Cl -2.650 -0.048 -0.408
C -0.274 0.132 0.876
C 0.417 0.748 -0.296
C 0.671 2.224 -0.018
C 1.734 0.151 -0.657
S 2.417 -1.176 -0.052
H -1.723 -2.744 -0.516
H -0.426 -1.860 -1.274
H -0.056 -2.753 0.215
H -1.849 -1.186 1.412
H -0.801 0.887 1.502
H 0.393 -0.402 1.514
H -0.217 0.667 -1.195
H -0.256 2.793 -0.060
H 1.360 2.658 -0.754
H 1.164 2.357 0.975
H 2.242 0.636 -1.452

---

19
Properties=species:S:1:pos:R:3 method="wB97M-V/def2-TZVPD" charge=0 de_lowest_kj_mol=307.8
C 0.198 0.682 1.185
C -0.346 -0.848 1.272
C 0.629 0.974 -0.267
C 0.752 -1.697 0.731
C 1.664 0.019 -0.653
C -0.634 0.940 -1.307
S 0.620 -2.961 -0.531
Cl 3.167 0.295 0.190
H -0.606 1.268 1.557
H 0.965 0.834 1.952
H -0.708 -0.952 2.247
H -1.149 -0.778 0.559
H 1.176 1.945 -0.485
H 1.730 -1.782 1.162
H 1.919 -0.262 -1.671
H -0.489 1.628 -2.318
H -1.580 1.449 -0.896
H -0.808 -0.019 -1.761
H -0.473 -2.500 -1.245

---

24
Properties=species:S:1:pos:R:3 method="wB97M-V/def2-TZVPD" charge=-1 s2=0.766 energy_ev=-67772.25053 spin_multiplicity=2
C -0.884 1.570 -1.217
C 0.014 2.590 -0.495
C -0.321 2.653 0.909
C -1.365 1.755 1.222
C -1.863 0.858 -0.019
Cu 0.240 0.663 0.330
P 1.657 -0.576 -1.321
H -0.898 1.195 -2.240
H 0.926 3.217 -0.783
H 0.241 3.254 1.704
H -2.705 0.175 0.154
H -1.658 1.723 2.344
H 2.524 -1.354 -0.539
H 2.529 -0.363 -2.477
H 1.117 -1.783 -1.842
N -1.135 -4.454 0.512
N -0.200 -3.628 1.153
N -0.422 -3.195 2.485
C -0.130 -1.908 2.392
N 0.073 -1.484 1.128
N 0.117 -2.535 0.298
H -0.903 -4.558 -0.467
H -1.454 -5.338 0.999
H -0.060 -1.181 3.205

---

22
Properties=species:S:1:pos:R:3 method="wB97M-V/def2-TZVPD" charge=+2 s2=2.016 energy_ev=-16281.12989 spin_multiplicity=3
C -0.244 3.313 -0.733
C -0.915 1.060 -1.248
C -2.632 1.983 0.295
C 4.869 -6.444 -2.698
C -1.730 2.063 4.169
C -2.079 1.877 2.789
N -2.280 1.896 1.666
N -0.122 2.170 -1.400
N -2.020 0.927 -0.465
F 0.692 4.128 -1.069
F -0.581 0.024 -1.911
H -3.644 2.077 0.241
H -2.030 2.948 -0.006
H 5.404 -5.804 -3.350
H 4.145 -5.873 -2.102
H 5.625 -7.046 -2.043
H -0.612 1.836 4.515
H -2.340 1.171 4.686
H -2.082 3.004 4.630
H 4.479 -7.355 -3.344
H 0.574 1.983 -2.028
H -2.475 0.063 -0.594

---

56
Properties=species:S:1:pos:R:3 method="wB97M-V/def2-TZVPD" charge=-2 de_lowest_kj_mol=243.9
Rb -1.040 0.432 -2.006
C -2.416 -0.013 3.901
C -1.463 -0.230 5.123
N -0.317 0.695 5.080
C 0.119 1.615 4.062
C 1.278 2.114 4.435
N 1.595 1.655 5.710
C 0.699 0.709 6.025
C 2.804 1.988 6.441
H -3.357 -0.561 3.933
H -2.005 -0.136 2.899
H -2.936 0.945 3.887
H -1.334 -1.307 5.226
H -1.982 0.003 6.052
H -0.442 1.667 3.141
H 1.990 2.783 3.973
H 0.737 0.064 6.890
H 2.817 1.422 7.372
H 2.715 3.041 6.707
H 3.775 1.783 5.991
N -1.090 5.117 -0.877
S -2.598 5.588 -0.260
O -2.912 6.991 0.036
O -3.266 4.684 0.661
F -3.402 5.305 -1.617
S -0.302 6.316 -0.393
O -0.259 6.473 1.062
O -0.377 7.501 -1.227
F 1.206 5.814 -0.750
N 0.453 -3.288 1.055
S -0.240 -4.729 0.684
O -0.612 -5.729 1.712
O -0.011 -5.187 -0.707
F -1.825 -4.250 0.507
S 1.490 -3.889 1.910
O 2.348 -4.857 1.263
O 1.049 -4.132 3.259
F 2.493 -2.646 2.053
N 5.550 -2.187 -5.964
S 5.896 -1.167 -7.059
O 7.278 -0.954 -7.343
O 4.986 -0.105 -7.330
F 5.449 -2.087 -8.343
S 5.166 -1.042 -4.784
O 3.759 -0.650 -4.784
O 6.170 -0.038 -4.411
F 5.195 -2.088 -3.514
N -4.208 -1.989 -4.940
S -5.647 -2.398 -4.826
O -6.034 -3.812 -4.801
O -6.645 -1.410 -5.239
F -5.719 -2.034 -3.234
S -3.931 -2.859 -6.378
O -4.559 -2.309 -7.573
O -3.641 -4.285 -6.257
F -2.445 -2.337 -6.434

---

19
Properties=species:S:1:pos:R:3 method="wB97M-V/def2-TZVPD" charge=+1 smiles="[NH3+]/C=C/CC/C=C/F" de_lowest_kj_mol=89.3
N -1.176 -2.167 -0.011
C -0.887 -0.766 0.390
C -0.683 0.296 -0.425
C -0.195 1.560 0.238
C 1.342 1.771 -0.034
C 1.916 0.365 0.342
C 2.418 -0.499 -0.504
F 2.574 -1.815 -0.096
H -0.668 -2.714 0.750
H -0.651 -2.292 -0.870
H -2.083 -2.577 0.045
H -0.808 -0.687 1.529
H -0.816 0.282 -1.495
H -0.355 1.287 1.295
H -0.842 2.448 -0.050
H 1.687 2.444 0.732
H 1.455 2.123 -1.101
H 1.471 -0.034 1.253
H 2.817 -0.292 -1.430

---

19
Properties=species:S:1:pos:R:3 method="wB97M-V/def2-TZVPD" charge=0 smiles=C[C@H]1CC[C@H](CF)O1 de_lowest_kj_mol=9.5
C -2.024 -1.122 0.386
C -0.942 -0.670 -0.600
C -0.807 0.852 -0.688
C 0.166 1.162 0.460
C 1.047 -0.105 0.500
C 2.383 0.115 -0.180
F 3.150 -1.033 -0.121
O 0.338 -1.135 -0.185
H -1.872 -0.635 1.378
H -1.959 -2.212 0.500
H -3.002 -0.865 0.015
H -1.129 -1.120 -1.592
H -0.386 1.129 -1.646
H -1.758 1.378 -0.577
H 0.769 2.088 0.303
H -0.381 1.291 1.429
H 1.252 -0.431 1.508
H 2.230 0.383 -1.222
H 2.924 0.931 0.329

---

19
Properties=species:S:1:pos:R:3 method="wB97M-V/def2-TZVPD" charge=+1 s2=2.011 spin_multiplicity=3 de_lowest_kj_mol=46.3
C 1.077 -0.174 -0.083
C 0.058 -1.267 -0.542
C 0.721 1.191 -0.648
C -1.091 -1.370 0.466
C -0.662 1.661 -0.305
C -1.849 -0.115 0.608
N -1.069 1.053 1.008
I -3.778 -0.054 -0.178
H 1.240 -0.324 0.950
H 2.147 -0.548 -0.436
H -0.161 -0.791 -1.537
H 0.626 -2.132 -0.627
H 1.380 1.912 -0.359
H 0.910 1.277 -1.793
H -1.752 -2.088 0.210
H -0.621 -1.869 1.453
H -1.568 1.871 -0.861
H -0.207 0.722 1.443
H -1.442 1.801 1.661

---

18
Properties=species:S:1:pos:R:3 method="wB97M-V/def2-TZVPD" charge=-1 s2=0.775 spin_multiplicity=2 de_lowest_kj_mol=181.2
C 1.782 0.333 1.805
C 1.495 0.286 0.295
N -1.244 -1.897 -1.368
C -0.082 -1.226 -1.010
C 0.165 -0.104 -0.174
C -0.803 1.009 -0.330
C -2.201 1.009 -0.260
H 0.967 0.974 2.288
H 1.667 -0.649 2.266
H 2.756 0.986 1.926
H 1.700 1.324 -0.146
H 2.255 -0.429 -0.169
H -1.276 -2.505 -2.285
H -2.145 -1.503 -1.143
H 0.813 -1.640 -1.516
H -0.409 2.038 -0.330
H -2.575 1.860 0.266
H -2.864 0.134 -0.114

---

18
Properties=species:S:1:pos:R:3 method="wB97M-V/def2-TZVPD" charge=-1 s2=0.761 spin_multiplicity=2 de_lowest_kj_mol=226.0
C -1.394 -0.839 1.320
N -0.123 -2.630 -0.850
C -0.857 -1.413 -1.105
C -0.978 -0.419 -0.142
C -0.388 0.928 -0.288
C 0.831 1.228 0.270
C 1.564 2.485 -0.064
H -1.064 -0.063 2.005
H -0.805 -1.759 1.486
H -2.453 -1.005 1.289
H 0.435 -2.987 -1.607
H 0.388 -2.661 0.018
H -1.304 -1.339 -2.107
H -0.897 1.834 -0.628
H 1.403 0.422 0.810
H 1.081 3.208 -0.693
H 2.500 2.142 -0.549
H 2.061 2.869 0.835

---

18
Properties=species:S:1:pos:R:3 method="wB97M-V/def2-TZVPD" charge=0 smiles=CC(C)[C@@H](C)C#N de_lowest_kj_mol=20.8
C 1.907 -0.534 -0.034
C 0.597 0.050 0.507
C 0.505 1.541 0.184
C -0.615 -0.758 -0.029
C -2.026 -0.265 0.392
C -0.660 -0.772 -1.500
N -0.869 -0.712 -2.638
H 2.030 -1.590 0.237
H 2.769 0.016 0.361
H 1.938 -0.458 -1.128
H 0.588 -0.070 1.600
H 1.405 2.059 0.534
H -0.357 2.015 0.665
H 0.425 1.697 -0.898
H -0.474 -1.793 0.309
H -2.567 -1.029 0.955
H -1.984 0.649 0.988
H -2.612 -0.047 -0.505